[1]
Density functional theory data (ωB97M-V with the def2-TZVPD basis set) for a cluster of 9 separate species, C28H60NO18P in total.

Structure (ORCA input):
```
! RIJCOSX wB97M-V def2-TZVPD def2/J DEFGRID3
* xyz -2 1
N 0.762 -0.425 0.818
H 0.907 0.315 0.235
H 0.409 -1.182 0.386
H 0.171 -0.246 1.719
H 1.688 -0.663 1.360
P 0.332 -2.722 3.049
O 1.718 -2.767 2.622
O 0.162 -3.675 4.284
O -0.408 -2.709 1.822
O 0.206 -1.407 3.668
O -3.772 -2.328 -1.790
C -3.139 -3.403 -1.778
O -3.513 -4.477 -2.476
C -4.651 -4.281 -3.373
C -4.759 -5.402 -4.429
C -1.936 -3.736 -0.947
H -4.780 -3.204 -3.712
H -5.541 -4.326 -2.825
H -5.293 -5.043 -5.380
H -5.371 -6.241 -4.020
H -3.842 -5.603 -4.807
H -1.191 -4.389 -1.497
H -2.372 -4.590 -0.200
H -1.448 -2.957 -0.547
O -0.270 3.260 5.882
C -0.872 3.007 4.799
O -1.317 3.999 3.944
C -1.056 5.340 4.226
C -1.156 6.045 2.825
C -1.157 1.608 4.418
H 0.012 5.590 4.812
H -1.707 5.852 4.985
H -2.220 6.067 2.475
H -0.589 5.375 1.990
H -0.648 6.954 2.951
H -0.834 1.049 3.476
H -2.252 1.518 4.382
H -0.882 1.034 5.150
O 1.199 2.385 1.945
C 2.122 2.548 2.702
O 3.139 3.390 2.491
C 3.160 4.309 1.394
C 4.341 5.277 1.636
C 2.324 1.590 3.858
H 2.201 4.778 1.284
H 3.330 3.596 0.572
H 5.363 4.708 1.700
H 4.150 5.784 2.713
H 4.206 6.127 0.755
H 2.104 2.189 4.843
H 3.169 1.223 3.810
H 1.726 0.680 3.902
O -1.012 1.546 -3.934
C -1.531 0.464 -3.382
O -2.434 -0.311 -4.046
C -2.779 0.006 -5.391
C -3.925 -0.939 -5.740
C -1.245 -0.061 -2.047
H -1.893 -0.158 -6.055
H -3.031 1.099 -5.708
H -3.407 -2.000 -6.099
H -4.426 -0.520 -6.470
H -4.529 -1.078 -4.977
H -0.476 0.628 -1.514
H -0.882 -0.981 -2.277
H -2.215 -0.090 -1.591
O 3.562 0.523 -0.110
C 4.722 0.491 0.379
O 5.156 -0.236 1.306
C 4.582 -1.428 1.725
C 5.619 -2.323 2.449
C 5.582 1.725 0.171
H 4.074 -1.888 1.012
H 3.980 -1.286 2.627
H 6.346 -2.644 1.823
H 5.180 -3.109 3.023
H 6.064 -1.629 3.085
H 6.646 1.320 -0.092
H 5.700 2.619 0.843
H 5.165 2.066 -0.791
O -4.259 1.285 1.834
C -3.361 0.799 1.288
O -2.398 1.501 0.498
C -2.138 2.866 0.678
C -0.997 3.288 -0.205
C -3.236 -0.718 1.326
H -1.980 3.028 1.604
H -2.882 3.514 0.389
H -0.193 2.695 -0.224
H -0.654 4.278 0.325
H -1.335 3.468 -1.231
H -3.297 -1.030 0.482
H -3.900 -0.929 1.872
H -2.286 -0.933 1.755
O 2.235 -1.694 -2.060
C 1.708 -2.852 -1.940
O 0.996 -3.369 -2.826
C 0.745 -2.794 -4.025
C -0.426 -3.475 -4.660
C 1.899 -3.696 -0.666
H 1.422 -2.651 -4.840
H 0.549 -1.776 -3.866
H -1.507 -3.399 -4.202
H -0.402 -4.453 -4.985
H -0.535 -2.791 -5.518
H 0.938 -3.527 0.051
H 2.945 -3.553 -0.292
H 1.875 -4.702 -0.919
*
```

## Properties
HOMO-LUMO gap: 2.0 eV
E: -2852.9286 hartree
HOMO level: 0.0566 Ha
max |F|: 13.3 eV Å⁻¹
energy above the lowest of the compared OMol25 structures with the same formula, charge and spin: 47.85 kJ/mol



[2]
Density functional theory data (ωB97M-V with the def2-TZVPD basis set) for a cluster of 10 separate species, C6H28O9 in total.

Structure (ORCA input):
```
! RIJCOSX wB97M-V def2-TZVPD def2/J DEFGRID3
* xyz 0 1
C 1.380 1.345 -2.848
C 0.506 2.344 -3.036
C 1.221 -0.046 -3.272
C 0.572 -0.879 -2.215
C -0.568 -1.491 -2.380
C -1.329 -2.329 -1.407
H 2.298 1.469 -2.257
H 0.624 3.179 -2.427
H -0.376 2.102 -3.581
H 2.236 -0.510 -3.581
H 0.578 0.028 -4.220
H 1.089 -0.929 -1.221
H -1.172 -1.441 -3.287
H -1.799 -1.504 -0.684
H -0.667 -3.123 -0.839
H -2.078 -2.815 -1.877
H 1.194 3.282 0.861
H 0.862 4.516 0.413
O 0.410 3.883 1.020
H -1.925 -2.008 3.530
H -1.266 -2.332 2.109
O -1.850 -1.788 2.565
H 0.682 0.807 3.828
H 2.186 0.533 3.785
O 1.390 0.115 3.929
H 3.367 -1.458 2.406
H 2.055 -1.352 2.844
O 2.449 -1.555 2.173
H -0.729 1.557 2.250
H -0.157 2.629 2.815
O -0.361 1.795 3.052
H 2.780 0.550 0.904
H 1.333 0.940 0.222
O 2.069 1.283 0.825
H -1.626 1.449 -0.788
H -2.373 0.580 0.217
O -2.359 0.825 -0.637
H 1.174 -1.975 0.900
H 0.147 -3.120 0.366
O 0.370 -2.128 0.591
H -4.380 -0.074 -0.660
H -3.578 -1.398 -0.124
O -4.377 -0.956 -0.265
*
```

## Properties
SMILES: C=CC/C=C/C.O.O.O.O.O.O.O.O.O
HOMO-LUMO gap: 9.3 eV
E: -922.3642 hartree
HOMO level: -0.3396 Ha
max |F|: 15.1 eV Å⁻¹
energy above the lowest of the compared OMol25 structures with the same formula, charge and spin: 577.36 kJ/mol



[3]
Density functional theory data (ωB97M-V with the def2-TZVPD basis set) for a structure of composition C41H60F6N4O11PSr.

Structure (ORCA input):
```
! RIJCOSX wB97M-V def2-TZVPD def2/J DEFGRID3
* xyz -2 2
Sr 0.277 -1.395 1.981
C 0.832 -5.337 1.283
N -0.001 -4.470 0.443
C -1.356 -5.092 0.255
C 0.509 -4.010 -0.848
C 1.707 -3.094 -0.731
N 1.430 -1.596 -0.909
C 0.960 -1.293 -2.258
C -0.413 -0.762 -2.443
C -0.562 -0.059 -3.643
C -1.771 0.515 -4.009
C -2.839 0.224 -3.132
C -2.773 -0.415 -1.928
C -1.490 -0.965 -1.550
O -1.380 -1.653 -0.464
C -4.031 -0.501 -1.079
C -4.042 -1.572 0.016
C -5.283 -0.775 -1.967
C -4.120 0.849 -0.473
C -2.117 1.295 -5.296
C -0.931 1.353 -6.262
C -2.471 2.745 -4.857
C -3.433 0.709 -5.962
C 2.747 -0.861 -0.700
C 2.700 0.660 -0.697
C 3.419 1.332 -1.688
C 3.530 2.738 -1.678
C 2.667 3.414 -0.773
C 1.955 2.801 0.260
C 1.953 1.394 0.357
O 1.523 0.753 1.384
C 1.309 3.740 1.282
C 2.422 4.265 2.196
C 0.657 4.954 0.577
C 0.124 3.123 2.154
C 4.556 3.446 -2.590
C 5.440 4.226 -1.652
C 3.861 4.464 -3.473
C 5.423 2.507 -3.522
H 1.018 -6.307 0.789
H 0.287 -5.488 2.187
H 1.863 -4.918 1.490
H -1.349 -6.039 -0.273
H -1.975 -4.451 -0.405
H -1.901 -5.259 1.256
H -0.332 -3.484 -1.397
H 0.760 -4.917 -1.481
H 2.412 -3.443 -1.473
H 2.147 -3.212 0.228
H 1.086 -2.118 -3.019
H 1.628 -0.507 -2.702
H 0.289 0.014 -4.293
H -3.824 0.608 -3.355
H -3.951 -2.542 -0.462
H -4.993 -1.532 0.622
H -3.183 -1.395 0.674
H -5.046 -1.585 -2.643
H -5.550 0.097 -2.569
H -6.055 -0.975 -1.234
H -3.278 0.938 0.211
H -5.146 1.029 -0.058
H -3.885 1.597 -1.272
H -0.179 2.068 -5.776
H -1.018 1.721 -7.323
H -0.449 0.332 -6.347
H -1.589 3.189 -4.341
H -3.394 2.804 -4.233
H -2.625 3.423 -5.691
H -3.390 -0.364 -6.182
H -3.590 1.180 -6.931
H -4.324 0.980 -5.416
H 3.469 -1.225 -1.503
H 3.135 -1.083 0.276
H 3.983 0.748 -2.423
H 2.715 4.481 -0.830
H 3.287 4.663 1.581
H 2.829 3.445 2.810
H 2.035 5.053 2.915
H 1.384 5.747 0.348
H -0.117 5.356 1.306
H 0.127 4.640 -0.320
H 0.544 2.386 2.826
H -0.639 2.647 1.511
H -0.333 3.990 2.725
H 4.838 5.022 -1.131
H 6.262 4.647 -2.293
H 5.912 3.536 -0.822
H 3.270 5.169 -2.833
H 3.151 3.997 -4.198
H 4.554 5.056 -4.068
H 6.183 2.041 -2.863
H 5.922 3.034 -4.332
H 4.781 1.755 -3.986
O -3.283 1.019 3.381
C -2.620 -0.034 3.114
O -1.963 -0.253 2.046
C -2.586 -1.037 4.300
C -3.119 -0.616 5.519
C -3.475 -1.599 6.495
C -3.424 -2.957 6.177
C -2.826 -3.299 4.990
C -2.007 -2.391 4.178
O -0.934 -2.624 3.627
N -2.939 -4.686 4.483
O -2.226 -5.115 3.521
O -3.662 -5.447 5.164
N -4.152 -1.178 7.685
O -4.090 -0.011 7.967
O -4.660 -2.089 8.341
H -3.324 0.459 5.706
H -3.903 -3.719 6.811
O 2.947 0.986 3.671
H 2.567 0.763 2.786
H 3.639 0.347 3.707
O 0.618 -0.272 4.292
H 1.507 0.094 4.541
H 0.284 -0.858 4.956
F 2.697 -1.838 2.134
P 3.593 -2.848 3.132
F 3.415 -1.704 4.284
F 2.189 -3.534 3.582
F 4.927 -2.063 2.589
F 4.430 -3.809 4.077
F 3.635 -3.892 1.862
*
```

## Properties
HOMO-LUMO gap (spin up / spin down): 6.2 / 4.3 eV
E: -3616.4455 hartree
HOMO level (spin up / spin down): -0.1006 / -0.1006 Ha
max |F|: 3.2 eV Å⁻¹
energy above the lowest of the compared OMol25 structures with the same formula, charge and spin: 214.68 kJ/mol